Entry 1:
DFT (ωB97M-V/def2-TZVPD) results for 2 unconnected molecules or ions with the total composition C7H11NO5 in a non-equilibrium geometry.

Calculated values
HOMO level (alpha / beta) (Ha): -0.3216 / -0.3216
Lowest unoccupied orbital energy (alpha / beta) (eV): -0.6347 / -0.6347
Energy above the lowest of the compared OMol25 structures with the same formula, charge and spin (kcal/mol): 189.0
2S+1: 1

Cartesian coordinates (Å):
C1 0.2219 -0.6540 1.1711
C2 0.3552 -0.2421 2.4588
C3 0.0016 0.3623 0.1232
C4 0.4596 -1.3131 3.3829
C5 -0.1475 2.8202 -4.9861
C6 0.5223 -2.0389 5.5765
C7 -0.5273 1.5986 -4.1719
N1 -0.3715 0.2988 -1.1051
O1 -0.6137 -0.9705 -1.5574
O2 0.1871 -2.4472 3.0980
O3 -0.9250 -0.6105 -4.0563
O4 0.7153 -0.9550 4.6519
O5 -0.7892 0.5207 -4.7843
H1 0.2967 -1.5999 0.8114
H2 0.2653 0.7762 2.9403
H3 0.1200 1.4763 0.3527
H4 -1.0248 3.3443 -4.9840
H5 0.6319 3.5168 -4.4975
H6 0.1160 2.5531 -6.0918
H7 1.1108 -1.8425 6.5525
H8 1.0500 -2.9522 5.2292
H9 -0.4792 -2.1298 5.5920
H10 -0.4128 1.4471 -3.0618
H11 -0.7624 -0.9587 -2.6443

Cartesian forces (eV/Å) of the 2 atoms listed first:
-0.3 5.0 0.4
-0.2 1.1 -1.3

Atomic partial charges in e from the natural (NBO) method, atoms 1 to 4: -0.13, -0.31, -0.03, 0.72


Entry 2:
DFT (ωB97M-V/def2-TZVPD) results for a molecular structure, C3H5N3 in a non-equilibrium geometry.

Calculated values
HOMO level (Ha): -0.3164
Lowest unoccupied orbital energy (eV): 0.0645
Energy above the lowest of the compared OMol25 structures with the same formula, charge and spin (kcal/mol): 103.0
2S+1: 1

Cartesian coordinates (Å):
N1 -1.4413 1.4081 0.1995
C1 -0.2901 0.7416 0.0656
C2 -0.8249 -0.6019 0.2173
N2 0.7233 -1.7347 -0.2509
C3 1.7053 -1.1176 -0.3632
N3 0.9604 1.0254 0.1583
H1 -2.2068 1.0046 -0.3380
H2 -0.9262 -0.9996 1.2221
H3 -1.5129 -0.9987 -0.5217
H4 2.7019 -0.7580 -0.5109
H5 1.1114 2.0308 0.1220

Cartesian forces (eV/Å) of the 2 atoms listed first:
0.0 0.0 -0.1
0.1 -0.1 0.2

Atomic partial charges in e from the natural (NBO) method, atoms 1 to 4: -0.71, 0.33, -0.12, -0.40


Entry 3:
DFT (ωB97M-V/def2-TZVPD) results for 3 unconnected molecules or ions with the total composition C24H53BClN2O9.

Calculated values
Charge: -1
HOMO level (Ha): -0.1939
Lowest unoccupied orbital energy (eV): 2.3847
Energy above the lowest of the compared OMol25 structures with the same formula, charge and spin (kcal/mol): 0.0
2S+1: 1

Cartesian coordinates (Å):
C1 3.5554 -4.4088 3.4466
C2 2.3315 -3.6876 2.8848
C3 2.0626 -2.3740 3.6196
O1 0.7601 -1.8947 3.4946
B1 0.1785 -1.6695 2.1706
C4 1.1767 -0.8928 1.1225
O2 1.5133 -1.6809 -0.0259
C5 2.5032 -1.1273 -0.8423
O3 -1.0925 -0.8684 2.4360
C6 -2.1508 -1.6110 1.9202
C7 -3.4663 -1.2844 2.6496
C8 -3.6248 -1.9904 3.9635
O4 -3.5576 -1.4803 5.0490
C9 -1.6553 -3.0549 2.0096
C10 -2.4406 -4.0482 1.1812
C11 -1.7246 -5.3665 0.8852
C12 -0.6727 -5.3158 -0.2234
Cl1 1.0063 -5.5881 0.3218
O5 -0.3461 -2.9275 1.5454
H1 4.0206 -5.0629 2.7053
H2 4.3196 -3.6953 3.7757
H3 3.2969 -5.0236 4.3133
H4 1.4310 -4.2985 2.9693
H5 2.4587 -3.4986 1.8164
H6 2.7938 -1.6223 3.2759
H7 2.2573 -2.5225 4.6912
H8 2.1188 -0.5697 1.5911
H9 0.6690 0.0324 0.7921
H10 3.1179 -0.3962 -0.3001
H11 2.0715 -0.6171 -1.7170
H12 3.1585 -1.9218 -1.2131
H13 -2.2889 -1.4052 0.8403
H14 -3.5123 -0.2105 2.8402
H15 -4.2993 -1.5759 1.9992
H16 -3.8426 -3.0816 3.8909
H17 -1.6497 -3.3487 3.0778
H18 -2.7204 -3.5809 0.2271
H19 -3.3758 -4.2838 1.7040
H20 -2.4905 -6.0848 0.5735
H21 -1.2678 -5.7669 1.7937
H22 -0.8502 -6.0985 -0.9585
H23 -0.6820 -4.3508 -0.7272
C13 0.3838 2.5356 -6.0207
O6 1.1229 1.7417 -6.9241
C14 2.3169 2.3373 -7.4100
C15 3.5433 1.6254 -6.8818
N1 3.6911 1.8309 -5.4531
C16 4.7696 1.0836 -4.8211
C17 4.7152 -0.4400 -4.8688
O7 3.6648 -1.0015 -4.1136
C18 2.4129 -1.1021 -4.7582
H24 -0.5612 2.0250 -5.8457
H25 0.8931 2.6682 -5.0602
H26 0.1790 3.5272 -6.4386
H27 2.3497 3.3964 -7.1329
H28 2.3049 2.2663 -8.5014
H29 4.4245 2.0365 -7.3875
H30 3.4673 0.5674 -7.1717
H31 2.8177 1.6164 -4.9893
H32 4.8033 1.3779 -3.7698
H33 5.7166 1.4021 -5.2729
H34 5.6404 -0.8114 -4.4209
H35 4.6775 -0.8167 -5.9002
H36 2.5303 -1.3081 -5.8278
H37 1.8064 -0.1983 -4.6441
H38 1.8766 -1.9275 -4.2920
C19 -4.5381 6.4341 2.2786
O8 -4.4192 5.5017 3.3259
C20 -5.0103 4.2319 3.0642
C21 -3.9676 3.1497 2.9022
N2 -3.1813 3.3515 1.6984
C22 -2.0849 2.3981 1.5212
C23 -0.9818 2.3561 2.5653
O9 -0.1500 3.5145 2.5693
C24 -0.6169 4.5857 3.3503
H39 -4.1782 7.3903 2.6565
H40 -3.9464 6.1585 1.3982
H41 -5.5813 6.5504 1.9623
H42 -5.6305 4.2924 2.1631
H43 -5.6549 3.9864 3.9125
H44 -4.4867 2.1882 2.8241
H45 -3.3667 3.1119 3.8214
H46 -2.8087 4.2926 1.7001
H47 -1.6211 2.6014 0.5526
H48 -2.5083 1.3922 1.4616
H49 -0.3502 1.5044 2.3220
H50 -1.3669 2.1740 3.5753
H51 -1.1242 4.2326 4.2552
H52 -1.3103 5.2422 2.8099
H53 0.2480 5.1816 3.6469

Cartesian forces (eV/Å) of the 2 atoms listed first:
0.1 0.0 0.0
0.0 0.1 0.0

Atomic partial charges in e from the Löwdin method, atoms 1 to 4: -0.12, -0.25, -0.26, 0.01


Entry 4:
DFT (ωB97M-V/def2-TZVPD) results for 2 unconnected molecules or ions with the total composition C9H9ClS2Si in a non-equilibrium geometry.

Calculated values
HOMO level (alpha / beta) (Ha): -0.3149 / -0.2229
Lowest unoccupied orbital energy (alpha / beta) (eV): -0.5295 / -0.2218
Energy above the lowest of the compared OMol25 structures with the same formula, charge and spin (kcal/mol): 96.4
2S+1: 1

Cartesian coordinates (Å):
C1 2.5178 -0.4015 2.1025
C2 -3.1814 1.7170 -1.6242
C3 1.4358 -0.1756 1.2534
C4 -1.9370 1.4683 -2.0904
C5 3.7349 -0.2962 1.4848
C6 -3.2429 1.7226 -0.2632
C7 1.8560 -0.0361 -0.0646
C8 -1.0119 1.1215 -1.1337
C9 -0.4368 -2.5921 0.7003
Si1 0.6885 0.3433 -1.3960
S1 3.5315 -0.1351 -0.2383
S2 -1.6525 1.4507 0.4226
Cl1 0.6513 -3.5673 1.5800
H1 2.5596 -0.5650 3.1893
H2 -4.1272 1.8547 -2.2713
H3 0.4843 -0.2615 1.6919
H4 -1.6227 1.4272 -3.2091
H5 4.7285 -0.2434 1.8717
H6 -4.0300 1.9697 0.3403
H7 -0.3834 -2.7071 -0.4079
H8 -1.4546 -2.4999 0.8472
H9 0.8923 0.4060 -2.7854

Cartesian forces (eV/Å) of the 2 atoms listed first:
2.2 0.4 1.2
-4.1 0.8 -0.1

Atomic partial charges in e from the natural (NBO) method, atoms 1 to 4: -0.25, -0.26, -0.24, -0.26


Entry 5:
DFT (ωB97M-V/def2-TZVPD) results for a molecular structure, C25H24ClN3O5S3Zn.

Calculated values
HOMO level (Ha): -0.3078
Lowest unoccupied orbital energy (eV): -0.2648
Energy above the lowest of the compared OMol25 structures with the same formula, charge and spin (kcal/mol): 96.0
2S+1: 1

Cartesian coordinates (Å):
Zn1 -0.0639 -0.0492 -0.5965
O1 1.9312 0.2530 -0.0883
C1 2.7673 -0.8472 -0.5131
C2 1.8169 -2.0648 -0.7605
O2 2.2382 -3.1982 -0.7043
O3 0.6139 -1.7235 -1.1029
C3 3.8526 -1.0472 0.5274
C4 4.8604 -0.0858 0.5916
C5 5.8649 -0.1783 1.5394
C6 5.8738 -1.2371 2.4365
C7 4.8707 -2.1915 2.3820
C8 3.8591 -2.0976 1.4350
C9 3.3265 -0.6416 -1.9179
C10 4.4291 -1.3906 -2.3230
C11 4.8557 -1.3457 -3.6390
C12 4.1860 -0.5585 -4.5656
C13 3.0970 0.1974 -4.1638
C14 2.6667 0.1569 -2.8456
H1 2.3899 1.0977 -0.2158
H2 4.8721 0.7315 -0.1217
H3 6.6467 0.5692 1.5764
H4 6.6596 -1.3181 3.1762
H5 4.8771 -3.0209 3.0775
H6 3.0947 -2.8587 1.3803
H7 4.9380 -2.0240 -1.6096
H8 5.7098 -1.9358 -3.9445
H9 4.5032 -0.5470 -5.6000
H10 2.5733 0.8161 -4.8808
H11 1.8053 0.7463 -2.5513
Cl1 -5.5845 -4.3055 0.2859
C15 -4.6107 -2.9065 -0.0297
C16 -3.4220 -3.1706 -0.8151
C17 -2.2571 -2.5325 -0.7232
C18 -3.1694 -0.1646 -0.0377
C19 -4.4770 -0.4372 0.0017
C20 -5.0937 -1.6992 0.3232
C21 -2.6296 1.1402 -0.5688
O4 -3.3081 2.1549 -0.4445
O5 -1.4610 1.1027 -1.1116
H12 -3.5118 -3.9621 -1.5514
H13 -1.4189 -2.7186 -1.3800
H14 -5.1434 0.3760 -0.2720
H15 -6.0811 -1.6569 0.7663
S1 0.7529 3.0145 -0.1773
C22 -0.1431 3.0039 1.2073
N1 -1.4077 3.4050 1.3023
C23 -2.0851 3.1958 2.5691
C24 -0.9979 3.1432 3.6362
S2 0.4852 2.5099 2.7765
H16 -1.9768 3.4296 0.4545
H17 -2.6588 2.2623 2.5390
H18 -2.7785 4.0161 2.7511
H19 -1.2443 2.4770 4.4585
H20 -0.7578 4.1304 4.0265
N2 -1.1644 -2.9431 3.2686
C25 -2.4391 -2.6451 3.5166
N3 -2.6387 -1.3472 3.7629
S3 -1.9753 -1.3421 0.5597
H21 -0.4156 -2.2549 3.2224
H22 -0.9045 -3.8927 3.0795
H23 -1.9014 -0.6450 3.7452
H24 -3.5667 -1.0231 3.9555

Cartesian forces (eV/Å) of the 2 atoms listed first:
-0.2 0.3 0.1
0.1 -0.3 -0.2

Atomic partial charges in e from the natural (NBO) method, atoms 1 to 4: 1.69, -0.82, 0.07, 0.79


Entry 6:
DFT (ωB97M-V/def2-TZVPD) results for a molecular structure, C22H23N3O4 in a non-equilibrium geometry.

Calculated values
HOMO level (Ha): -0.2766
Lowest unoccupied orbital energy (eV): 0.4474
Energy above the lowest of the compared OMol25 structures with the same formula, charge and spin (kcal/mol): 529.2
2S+1: 1

Cartesian coordinates (Å):
C1 -5.4946 -1.2800 0.0419
H1 -5.0072 -2.2414 -0.4016
H2 -6.4524 -1.1467 -0.2775
H3 -5.3345 -1.2443 1.0058
C2 -4.8116 -0.3090 -0.9059
N1 -3.4544 -0.2312 -0.3862
C3 -2.7514 -1.3707 -0.6499
O1 -3.0856 -2.0183 -1.7646
N2 -1.5162 -1.3615 -0.2752
H4 -1.2427 -0.9059 0.6489
C4 -0.6393 -2.2890 -0.4554
C5 -0.3403 -3.1830 0.6827
C6 0.9986 -2.7333 1.2388
O2 1.3950 -2.5422 2.5270
N3 1.5063 -1.8246 0.2136
C7 2.5939 -1.0386 0.5455
C8 3.3825 -0.8279 -0.6907
C9 4.4307 0.0969 -0.6104
C10 5.0155 0.7613 0.4691
C11 4.2116 0.3346 1.8106
C12 3.0868 -0.5366 1.5542
H5 2.5142 -0.7150 2.7111
H6 4.5989 0.7822 2.6899
O3 5.9234 1.5527 0.8024
C13 6.3662 2.2250 -0.8525
C14 6.4850 0.9908 -1.6947
H7 6.7218 1.1875 -2.6515
O4 5.1486 0.5909 -1.9034
H8 7.0174 0.1398 -1.2633
H9 7.3889 2.4579 -0.3921
H10 5.6657 2.9458 -0.9601
H11 3.0170 -1.0541 -1.8384
C15 0.8310 -1.9331 -0.8902
H12 0.7029 -1.1490 -1.4624
H13 1.2662 -2.7720 -1.5511
H14 -1.0044 -3.1156 1.5484
H15 0.0825 -4.2958 0.3707
H16 -1.0739 -3.0581 -0.9844
C16 -3.0067 1.1369 0.0628
C17 -1.8347 1.7007 0.4306
C18 -1.5089 2.7967 0.9638
C19 -2.8277 3.7664 1.2124
C20 -4.0534 3.1869 0.6717
C21 -4.1431 1.8020 0.2018
C22 -5.4423 1.3067 -0.3571
H17 -5.8978 1.0792 0.5203
H18 -5.7433 1.6887 -1.0462
H19 -4.6880 3.7227 0.7772
H20 -2.5350 4.7910 1.2410
H21 -0.7327 3.3123 1.0827
H22 -0.8003 1.0380 0.1272
H23 -4.9282 -0.2166 -1.8874

Cartesian forces (eV/Å) of the 2 atoms listed first:
2.0 -2.9 -8.0
-1.6 0.8 1.2

Atomic partial charges in e from the natural (NBO) method, atoms 1 to 4: -0.62, 0.23, 0.21, 0.21